(i)
The following is a DFT calculation (the ωB97M-V functional and the def2-TZVPD basis) of C3H8P2 in the gas phase.

The orbital gap (spin up / spin down) is 0.2895 / 0.2403 Eh. Its net charge is 0.

Last column: Mulliken charge in e.
Positions of all 13 atoms, in Å:
C (-2.975, 0.263, -1.078)  -0.518
C (1.848, -0.544, 0.312)  -0.938
C (0.710, -0.775, -0.633)  -0.551
P (-0.769, -1.435, 0.343)  0.081
P (-2.187, 0.198, 0.437)  0.000
H (-2.362, 0.855, -1.725)  0.226
H (2.135, -1.573, 0.861)  0.253
H (2.815, -0.180, -0.082)  0.319
H (1.456, 0.166, 1.076)  0.260
H (0.897, -1.662, -1.388)  0.303
H (0.496, 0.035, -1.338)  0.362
H (-2.069, 1.416, 1.326)  0.103
H (-3.047, -0.505, 1.459)  0.100


(ii)
The following is a DFT calculation (the ωB97M-V functional and the def2-TZVPD basis) of C3H8P2 in the gas phase.

The orbital gap is 0.3213 Eh. Its SMILES is C[PH]#P1CC1. Its net charge is 0.

Last column: Mulliken charge in e.
Positions of all 13 atoms, in Å:
C (2.145, 0.099, 0.633)  -0.438
C (2.086, -0.742, -0.555)  -0.622
C (-2.597, 0.384, -0.414)  -1.021
P (0.467, 0.800, -0.128)  -0.017
P (-1.228, -0.566, 0.402)  -0.038
H (2.219, -0.262, 1.668)  0.320
H (2.909, 0.951, 0.421)  0.243
H (2.619, -0.397, -1.388)  0.290
H (1.755, -1.902, -0.592)  0.235
H (-2.784, 0.422, -1.529)  0.327
H (-2.534, 1.368, -0.073)  0.346
H (-3.433, -0.172, -0.066)  0.339
H (-1.625, 0.018, 1.621)  0.035


Winner for stability: (ii)


(i)
The following is a DFT calculation (the ωB97M-V functional and the def2-TZVPD basis) of C26H28N6O4PRhS3 as an isolated structure.

Its spin multiplicity is 2. The orbital gap (spin up / spin down) is 0.2221 / 0.2173 Eh. Its net charge is -1.

Last column: Mulliken charge in e.
Positions of all 69 atoms, in Å:
Rh (1.924, -1.381, -0.717)  -0.131
N (1.770, -3.824, 2.863)  -0.347
C (2.105, -3.113, 1.756)  0.606
S (1.480, -3.595, 0.239)  -0.452
N (2.934, -2.091, 1.976)  -1.543
N (3.166, -1.424, 0.838)  1.254
C (4.243, -0.738, 0.717)  -0.882
C (4.566, -0.284, -0.628)  0.924
C (5.652, 0.540, -0.901)  -0.809
C (5.952, 0.855, -2.212)  -0.191
C (5.157, 0.342, -3.227)  -0.798
C (4.080, -0.453, -2.881)  -0.200
N (3.786, -0.768, -1.616)  -0.202
H (1.279, -4.688, 2.733)  0.225
H (2.329, -3.694, 3.689)  0.243
H (4.923, -0.627, 1.553)  0.341
H (6.240, 0.925, -0.078)  0.379
H (6.793, 1.497, -2.443)  0.408
H (5.352, 0.560, -4.267)  0.400
H (3.402, -0.843, -3.628)  0.520
C (0.840, 3.110, -0.096)  -0.919
C (1.791, 2.825, -1.243)  -0.363
O (1.669, 1.497, -1.751)  -0.155
P (0.216, 0.977, -2.351)  0.347
S (0.868, -0.999, -2.838)  -0.292
S (-0.957, -1.515, -3.608)  -0.479
O (0.313, 1.741, -3.807)  -0.317
C (-0.913, 2.077, -4.464)  -0.248
C (-1.184, 3.562, -4.327)  -1.107
H (1.080, 4.085, 0.337)  0.502
H (0.935, 2.343, 0.677)  0.096
H (-0.198, 3.135, -0.432)  0.258
H (2.824, 2.906, -0.902)  0.319
H (1.651, 3.532, -2.067)  0.245
H (-1.731, 1.482, -4.054)  0.282
H (-0.800, 1.788, -5.509)  0.336
H (-1.348, 3.824, -3.279)  0.211
H (-2.075, 3.844, -4.896)  0.411
H (-0.336, 4.141, -4.698)  0.282
O (1.321, 1.036, 1.806)  -0.816
C (0.390, 0.283, 1.555)  -1.209
N (-0.781, 0.250, 2.295)  0.140
C (-1.766, -0.584, 1.662)  3.501
C (-0.917, -1.217, 0.524)  -1.376
O (-1.381, -2.061, -0.202)  -0.526
N (0.310, -0.597, 0.498)  2.206
C (-2.926, 0.242, 1.110)  -0.411
C (-3.142, 0.412, -0.254)  0.093
C (-4.186, 1.221, -0.695)  -1.064
C (-5.017, 1.861, 0.211)  -0.374
C (-4.809, 1.687, 1.575)  -0.872
C (-3.773, 0.879, 2.016)  -0.182
C (-2.257, -1.718, 2.560)  -0.918
C (-3.286, -2.548, 2.115)  -0.237
C (-3.716, -3.611, 2.892)  -0.866
C (-3.127, -3.860, 4.128)  -0.393
C (-2.099, -3.044, 4.570)  -0.869
C (-1.661, -1.980, 3.786)  -0.393
H (-1.017, 1.060, 2.841)  0.322
H (-2.514, -0.094, -0.980)  0.446
H (-4.343, 1.343, -1.760)  0.459
H (-5.828, 2.488, -0.140)  0.379
H (-5.457, 2.175, 2.293)  0.379
H (-3.626, 0.725, 3.081)  0.396
H (-3.729, -2.365, 1.144)  0.461
H (-4.509, -4.254, 2.529)  0.390
H (-3.467, -4.690, 4.737)  0.389
H (-1.624, -3.235, 5.526)  0.391
H (-0.839, -1.357, 4.116)  0.399


(ii)
The following is a DFT calculation (the ωB97M-V functional and the def2-TZVPD basis) of C26H28N6O4PRhS3 as an isolated structure.

Its spin multiplicity is 2. The orbital gap (spin up / spin down) is 0.2287 / 0.2224 Eh. Its net charge is -1.

Last column: Mulliken charge in e.
Positions of all 69 atoms, in Å:
Rh (-1.867, -1.018, 1.335)  0.244
N (-4.519, -1.421, -2.023)  -0.351
C (-3.995, -1.268, -0.780)  0.578
S (-3.180, -2.588, -0.057)  -0.408
N (-4.207, -0.079, -0.220)  -1.660
N (-3.560, 0.006, 0.952)  1.287
C (-4.013, 0.755, 1.899)  -0.892
C (-3.369, 0.618, 3.187)  0.842
C (-3.667, 1.443, 4.271)  -0.790
C (-3.059, 1.203, 5.487)  -0.245
C (-2.162, 0.147, 5.599)  -0.744
C (-1.900, -0.622, 4.482)  -0.242
N (-2.489, -0.407, 3.305)  -0.191
H (-4.497, -2.331, -2.443)  0.214
H (-5.147, -0.718, -2.370)  0.238
H (-4.892, 1.371, 1.751)  0.345
H (-4.364, 2.259, 4.139)  0.380
H (-3.277, 1.832, 6.340)  0.403
H (-1.663, -0.076, 6.531)  0.406
H (-1.191, -1.440, 4.508)  0.607
C (1.474, 2.699, 2.435)  -0.974
C (1.227, 1.728, 3.575)  -0.341
O (0.620, 0.506, 3.154)  0.027
P (1.422, -0.460, 2.091)  0.313
S (0.066, -2.107, 2.195)  -0.327
S (1.306, -3.341, 1.139)  -0.479
O (2.606, -0.945, 3.124)  -0.319
C (3.876, -1.288, 2.567)  -0.028
C (4.886, -0.203, 2.880)  -1.156
H (1.832, 3.650, 2.839)  0.448
H (0.553, 2.865, 1.877)  0.165
H (2.227, 2.318, 1.743)  0.244
H (0.527, 2.159, 4.294)  0.354
H (2.156, 1.498, 4.107)  0.263
H (3.781, -1.444, 1.491)  0.059
H (4.165, -2.245, 3.004)  0.340
H (4.595, 0.736, 2.403)  0.204
H (5.875, -0.483, 2.511)  0.416
H (4.950, -0.036, 3.956)  0.288
O (-0.934, 1.766, 0.333)  -0.678
C (-0.740, 0.930, -0.535)  -0.672
N (-0.245, 1.233, -1.797)  -0.019
C (0.109, 0.013, -2.497)  3.396
C (-0.544, -1.052, -1.564)  -1.359
O (-0.612, -2.220, -1.859)  -0.604
N (-0.982, -0.421, -0.437)  1.608
C (1.624, -0.165, -2.543)  -0.404
C (2.291, -1.093, -1.751)  0.307
C (3.679, -1.162, -1.785)  -0.841
C (4.410, -0.314, -2.602)  -0.427
C (3.747, 0.612, -3.399)  -0.845
C (2.364, 0.679, -3.371)  -0.229
C (-0.512, -0.085, -3.878)  -1.006
C (-0.164, -1.147, -4.709)  -0.169
C (-0.751, -1.283, -5.956)  -0.852
C (-1.692, -0.358, -6.393)  -0.405
C (-2.047, 0.696, -5.566)  -0.806
C (-1.463, 0.829, -4.311)  -0.583
H (0.364, 2.035, -1.844)  0.327
H (1.746, -1.771, -1.103)  0.050
H (4.183, -1.890, -1.162)  0.455
H (5.492, -0.373, -2.623)  0.389
H (4.308, 1.275, -4.048)  0.388
H (1.845, 1.387, -4.010)  0.415
H (0.559, -1.874, -4.363)  0.476
H (-0.476, -2.117, -6.590)  0.388
H (-2.148, -0.464, -7.370)  0.388
H (-2.785, 1.419, -5.893)  0.400
H (-1.751, 1.640, -3.655)  0.395


Winner for stability: (ii)


(i)
The following is a DFT calculation (the ωB97M-V functional and the def2-TZVPD basis) of a 4-piece molecular cluster, C2H12O3S overall.

The orbital gap is 0.3424 Eh. Its SMILES is CCS.O.O.O. Its net charge is 0.

Last column: Mulliken charge in e.
Positions of all 18 atoms, in Å:
C (0.966, -1.862, 1.095)  -0.902
C (2.036, -1.071, 0.343)  -0.381
S (2.936, 0.112, 1.391)  -0.220
H (0.481, -2.559, 0.407)  0.313
H (0.189, -1.190, 1.484)  0.194
H (1.268, -2.404, 1.992)  0.325
H (2.738, -1.837, 0.109)  0.288
H (1.579, -0.568, -0.499)  0.270
H (1.995, 1.047, 1.529)  0.098
H (-2.064, 0.585, -2.295)  0.301
H (-2.726, 1.929, -1.713)  0.289
O (-2.819, 1.173, -2.292)  -0.599
H (-2.646, -0.629, 0.878)  0.318
H (-3.501, 0.332, 1.715)  0.306
O (-3.295, 0.076, 0.815)  -0.613
H (1.603, 2.564, -1.944)  0.299
H (0.293, 2.428, -1.300)  0.304
O (0.967, 1.874, -1.715)  -0.590


(ii)
The following is a DFT calculation (the ωB97M-V functional and the def2-TZVPD basis) of a 4-piece molecular cluster, C2H12O3S overall.

The orbital gap is 0.3335 Eh. Its SMILES is CSC.O.O.O. Its net charge is 0.

Last column: Mulliken charge in e.
Positions of all 18 atoms, in Å:
C (-1.032, -1.758, 1.943)  -0.749
S (-2.293, -2.428, 3.227)  -0.108
C (-3.967, -2.243, 2.208)  -0.747
H (-0.243, -2.599, 1.753)  0.298
H (-1.543, -1.345, 0.946)  0.253
H (-0.486, -0.934, 2.428)  0.242
H (-3.935, -1.180, 1.775)  0.247
H (-4.543, -2.296, 3.117)  0.283
H (-4.056, -2.952, 1.344)  0.277
H (1.945, 1.506, 0.597)  0.314
H (1.297, 0.236, 0.419)  0.332
O (1.719, 0.970, -0.136)  -0.645
H (4.582, 2.212, -3.699)  0.322
H (5.102, 3.608, -3.984)  0.326
O (4.478, 2.910, -4.345)  -0.648
H (0.656, 1.780, -1.873)  0.334
H (1.433, 2.652, -2.900)  0.309
O (0.884, 1.862, -2.819)  -0.642


Winner for stability: (i)